C4H9N2O | ωB97M-V with the def2-TZVPD basis set

HOMO in eV: -14.21
Structure (SMILES): C[C@@H](N)C=[N+]=CO
Total charge: +1
E_LUMO in eV: -4.3
Calculated total energy in eV: -9312.8914
HOMO-LUMO gap in Eh: 0.3649

Last column: Löwdin charge in e.
Element x y z (Å)
C  -2.149  0.355  -0.087  -0.036
C  -0.761  0.062  0.482  -0.422
N  -0.381  -1.249  0.074  0.047
C  0.202  1.074  0.096  -0.013
N  1.353  0.843  -0.311  0.194
C  2.255  -0.043  -0.576  -0.114
O  3.106  -0.402  0.344  0.167
H  -2.174  1.413  -0.413  0.087
H  -2.934  0.301  0.648  0.087
H  -2.408  -0.221  -0.986  0.096
H  -0.924  0.120  1.629  0.199
H  -0.464  -2.059  0.753  0.135
H  -1.064  -1.633  -0.567  0.076
H  -0.226  2.063  0.251  0.159
H  2.519  -0.103  -1.664  0.186
H  4.051  -0.520  0.327  0.153

=====

C3H5F2P | ωB97M-V with the def2-TZVPD basis set

HOMO (alpha / beta) in eV: -4.07 / -9.50
Multiplicity: 3
E_LUMO (alpha / beta) in eV: 0.9 / -4.2
Calculated total energy in eV: -17906.6417
HOMO-LUMO gap (alpha / beta) in Eh: 0.1825 / 0.1958

Last column: Löwdin charge in e.
Element x y z (Å)
C  0.673  1.437  -0.925  -0.185
C  0.377  1.074  0.271  -0.207
C  -0.755  -0.400  0.345  -0.653
F  -1.782  0.163  -0.466  0.006
F  -1.244  -0.482  1.597  0.067
P  0.056  -1.859  -0.352  0.929
H  1.318  2.368  -1.055  0.092
H  0.448  0.671  -1.706  0.037
H  0.606  1.593  1.212  0.084
H  -0.724  -2.690  0.452  -0.090
H  1.026  -1.874  0.627  -0.079